ORCA calculation (ωB97M-V/def2-TZVPD) on C41H54BCl3N11ORhS5 as an isolated structure at a distorted geometry.

Computed properties:
- Total energy: -157253.168 eV
- Energy relative to the best compared isomer or geometry (same formula, charge and spin): 24.48 kcal per mole
- Gap between HOMO and LUMO (spin up / spin down): 5.537 / 5.440 eV
- LUMO level (spin up / spin down): -6.8 / -6.9 eV
- HOMO (spin up / spin down): -12.31 / -12.31 eV

The geometry in ORCA input format:
```
! RIJCOSX wB97M-V def2-TZVPD def2/J DEFGRID3
* xyz 2 1
H -3.129 4.581 2.040
C 2.951 -1.474 6.472
C -3.388 3.331 0.271
C 4.369 2.560 -0.649
C 1.195 -0.574 -5.807
C 0.543 -0.420 -7.177
H -3.664 -3.588 7.968
H -1.375 -3.906 3.692
C 0.070 1.658 -5.434
C 4.091 1.160 1.452
H -1.648 5.530 0.644
H 1.055 -2.710 -5.897
H -3.010 -3.199 -6.338
C -4.372 3.253 -0.900
C -3.559 -2.260 -6.259
C 1.101 -1.135 4.785
H -3.221 1.165 0.467
H 2.386 1.666 2.713
N -0.077 -3.828 -1.952
S 2.041 -0.090 -2.565
H 5.886 2.389 1.613
C 0.555 -3.214 1.957
C -4.284 -1.650 7.296
C 2.441 -1.636 5.214
C -2.172 -1.815 5.478
S -1.732 1.296 -1.759
S 0.890 1.274 0.532
N -0.131 3.481 -1.376
C -3.472 -2.773 7.283
Cl 2.230 -0.635 7.770
H 0.967 -3.941 2.636
O 0.172 -2.218 4.840
H -1.844 -1.263 1.032
C -2.848 -2.202 -3.864
Cl -1.445 -4.279 6.407
N 0.131 -1.725 0.363
H -4.432 -2.328 -6.905
C -1.119 -1.882 4.391
H -0.411 1.651 -6.394
C -4.038 -0.595 6.433
H -4.801 -2.663 -4.532
H 5.284 -3.343 4.647
C 5.605 1.340 1.513
H 4.171 -0.727 0.386
C 3.576 3.029 -1.632
N -0.709 -2.714 2.126
H 0.695 -3.355 -1.521
C 2.290 1.953 -0.206
H -4.125 2.440 -1.579
H -3.855 5.428 0.650
H 1.473 4.169 -2.748
C 1.070 -2.597 0.858
H 3.046 -1.258 -6.685
H -2.590 2.078 1.850
C 1.184 0.909 -3.685
H -4.370 4.191 -1.457
N 0.772 0.586 -4.948
S 4.490 -2.227 6.659
C -3.800 4.480 1.186
Rh 0.023 -0.254 -1.285
C -1.020 -3.095 -2.566
C 4.460 -2.768 5.037
C -2.988 -0.690 5.538
N -2.017 3.602 -0.265
H 2.734 -0.549 1.406
H 2.052 -2.694 0.425
C -3.985 -1.993 -4.805
H -0.377 3.603 -4.507
H 3.862 1.253 3.590
H 3.829 3.601 -2.508
H 0.026 -4.797 -2.195
H 3.033 0.468 -6.306
C 0.731 -1.913 -5.228
C -0.927 -1.822 1.146
N -2.180 -1.304 -3.248
C 3.326 -2.386 4.393
H -5.379 3.086 -0.519
H -2.585 -2.772 3.057
H -2.923 -1.453 -6.622
C 3.796 -0.341 1.338
H -4.338 1.933 1.596
H -4.665 0.285 6.458
C -0.138 4.666 -0.681
H 0.855 -1.259 -7.796
H -2.792 0.135 4.862
H 1.161 -0.746 3.758
C -3.376 2.038 1.094
H 3.728 2.823 2.791
H -1.078 -0.896 3.911
C -1.298 4.745 0.002
H 0.851 0.495 -7.683
N 2.283 2.659 -1.352
H 1.145 -2.106 -4.247
C 2.719 -0.517 -5.957
H 3.219 -0.734 -5.014
B 1.114 3.146 -2.244
N -1.146 -1.789 -2.498
H 5.431 2.661 -0.530
H -0.359 -1.931 -5.169
H 0.682 5.360 -0.737
C 3.470 1.766 2.712
H -4.796 4.266 1.570
H -0.546 -0.446 -7.105
H -4.329 -0.965 -4.697
C 0.066 2.622 -4.486
S -2.228 -3.829 -3.571
C -1.533 -2.902 3.306
Cl -5.613 -1.576 8.385
H 0.774 -0.327 5.445
H 5.974 0.818 2.394
N 0.778 2.169 -3.413
H 4.303 -0.865 2.149
C -1.282 2.834 -1.109
H 3.121 -2.621 3.358
H 6.099 0.908 0.641
C -2.424 -2.854 6.381
N 3.569 1.878 0.244
*
```

Atomic partial charges in e from the Mulliken method, atoms 1 to 99:
1. H 0.46
2. C 0.53
3. C 1.22
4. C -0.31
5. C 1.04
6. C -2.06
7. H 0.46
8. H 0.45
9. C -0.27
10. C 1.10
11. H 0.58
12. H 0.63
13. H 0.35
14. C -1.60
15. C -0.94
16. C 0.30
17. H 0.21
18. H 0.28
19. N -0.33
20. S -0.28
21. H 0.52
22. C -0.51
23. C 0.34
24. C -0.17
25. C -0.33
26. S -0.05
27. S -0.04
28. N 0.35
29. C -0.76
30. Cl -0.20
31. H 0.58
32. O -0.05
33. H 0.49
34. C 0.24
35. Cl -0.19
36. N 1.53
37. H 0.40
38. C 0.19
39. H 0.60
40. C -0.97
41. H 0.33
42. H 0.45
43. C -2.25
44. H 0.43
45. C -1.27
46. N 0.34
47. H 0.04
48. C -0.28
49. H 0.31
50. H 0.53
51. H -0.17
52. C -1.76
53. H 0.50
54. H 0.45
55. C 0.08
56. H 0.41
57. N 0.79
58. S -0.15
59. C -2.21
60. Rh 0.88
61. C 0.15
62. C -0.50
63. C -0.23
64. N 0.56
65. H -0.04
66. H 0.69
67. C -0.51
68. H 0.67
69. H 0.49
70. H 0.68
71. H 0.26
72. H 0.37
73. C -0.98
74. C -0.87
75. N -0.92
76. C -0.68
77. H 0.49
78. H 0.33
79. H 0.08
80. C -1.19
81. H 0.57
82. H 0.43
83. C -1.45
84. H 0.45
85. H 0.47
86. H -0.37
87. C -1.54
88. H 0.40
89. H 0.34
90. C -0.20
91. H 0.53
92. N 0.01
93. H 0.24
94. C -1.68
95. H 0.32
96. B 0.94
97. N 0.75
98. H 0.56
99. H -0.12